[1]
C4H9NO2 | ωB97M-V/def2-TZVPD

Geometry (Å):
O1 -0.7604 -0.4672 0.5201
O2 1.5066 0.6891 -0.7899
N1 -1.6832 0.9886 -0.9700
C1 -0.9378 -1.1097 -1.2993
C2 0.5454 -0.4663 1.1260
C3 1.4294 0.6675 0.6148
C4 -1.3948 0.8305 0.2059
H1 -0.3644 -0.6272 -2.0778
H2 -0.4404 -1.9857 -0.8861
H3 0.4373 -0.4255 2.2167
H4 1.0766 1.6313 1.0113
H5 0.6781 1.0787 -1.1125
H6 2.4446 0.5109 0.9969
H7 -1.5364 1.4017 1.1265
H8 -1.9778 -1.2796 -1.5441
H9 0.9771 -1.4370 0.8615

Cartesian forces, eV/Å:
O 0.0 0.0 -0.1
O -0.1 0.1 -0.1
N 0.2 -0.1 0.6
C 0.0 -0.2 -0.2
C 0.1 -0.1 0.1
C 0.0 0.0 0.3
C -0.2 0.2 -0.5
H -0.1 0.0 0.1
H -0.1 0.2 0.0
H 0.0 0.0 -0.1
H 0.0 -0.1 -0.1
H 0.1 -0.1 0.0
H -0.1 0.0 0.0
H 0.0 0.0 -0.1
H 0.1 0.1 0.1
H 0.0 0.1 0.0

Summary:
- LUMO: 0.35 eV
- Total energy: -9874.008 eV
- Maximum force: 0.7 eV/Å
- Energy relative to the best compared isomer or geometry (same formula, charge and spin): 139.6 kcal/mol
- HOMO energy: -8.34 eV
- Frontier orbital gap: 8.7 eV



[2]
C4H9NO2 | ωB97M-V/def2-TZVPD

Geometry (Å):
O1 0.2353 -0.8161 0.5802
O2 0.7431 -1.1220 -2.1290
N1 -1.3053 -0.1108 -2.1889
C1 -0.9143 0.0032 0.8896
C2 0.4429 0.5283 1.0158
C3 -0.3228 -0.6646 -2.7746
C4 1.1041 0.6680 2.3589
H1 -0.2372 -0.8292 -3.8547
H2 0.8088 1.1792 0.2203
H3 -2.0107 0.1498 -2.8713
H4 0.5780 -1.0246 -1.1552
H5 0.9540 1.6739 2.7695
H6 2.1803 0.4776 2.2810
H7 -1.4944 0.2452 0.0006
H8 0.6765 -0.0592 3.0568
H9 -1.4383 -0.2987 1.8012

Cartesian forces, eV/Å:
O 0.0 -0.2 0.0
O -0.1 0.0 0.2
N 0.2 -0.1 -0.4
C -0.1 0.0 0.0
C 0.1 0.2 0.2
C -0.2 0.1 -0.1
C 0.0 0.0 0.1
H 0.0 0.0 0.2
H -0.1 0.0 0.1
H 0.0 0.0 0.0
H 0.0 0.0 -0.1
H 0.0 -0.2 -0.1
H -0.2 0.1 0.0
H 0.0 0.0 0.3
H 0.1 0.1 -0.1
H 0.1 0.1 -0.3

Summary:
- Structure (SMILES): C[C@@H]1CO1.[H]/N=C/O
- LUMO: 1.12 eV
- Total energy: -9877.788 eV
- Maximum force: 0.5 eV/Å
- Energy relative to the best compared isomer or geometry (same formula, charge and spin): 52.4 kcal/mol
- HOMO energy: -10.17 eV
- Frontier orbital gap: 11.3 eV



[3]
C4H9NO2 | ωB97M-V/def2-TZVPD

Geometry (Å):
O1 -0.2692 -0.9600 -1.2437
O2 -1.7804 0.1749 0.1027
N1 -0.8666 -2.2599 -1.3571
C1 0.6816 0.9437 1.7992
C2 0.5715 0.6088 0.3454
C3 1.2886 1.1830 -0.6056
C4 -0.5050 -0.4102 0.0283
H1 -0.3048 1.1698 2.2014
H2 2.0315 1.9283 -0.3769
H3 -0.2979 -2.7342 -2.0540
H4 -1.8171 0.9020 -0.5310
H5 -0.5183 -1.2153 0.7747
H6 1.1727 0.9083 -1.6388
H7 -1.8016 -2.1251 -1.7449
H8 1.3383 1.7956 1.9512
H9 1.0767 0.0903 2.3492

Cartesian forces, eV/Å:
O 0.0 -0.2 -0.2
O -0.3 -0.1 0.0
N -0.1 0.1 0.4
C 0.0 0.0 -0.1
C -0.2 -0.1 -0.1
C 0.1 0.0 -0.1
C 0.2 -0.3 0.0
H 0.0 0.0 0.1
H 0.1 0.2 0.1
H -0.1 0.2 0.0
H 0.1 0.0 0.0
H 0.0 0.1 -0.2
H 0.0 -0.1 -0.2
H 0.3 0.1 -0.1
H 0.0 0.1 0.1
H 0.0 -0.1 0.1

Summary:
- Structure (SMILES): C=C(C)[C@@H](O)ON
- LUMO: 0.92 eV
- Total energy: -9876.791 eV
- Maximum force: 0.4 eV/Å
- Energy relative to the best compared isomer or geometry (same formula, charge and spin): 75.4 kcal/mol
- HOMO energy: -9.53 eV
- Frontier orbital gap: 10.4 eV



[4]
C4H9NO2 | ωB97M-V/def2-TZVPD

Geometry (Å):
O1 -1.3112 0.9213 1.1324
O2 -1.3982 -0.5795 -0.5324
N1 1.2197 -0.3980 -1.1619
C1 -0.7808 0.2562 0.0932
C2 -2.6965 0.6215 1.3805
C3 0.6500 0.6185 -0.2759
C4 2.4780 -0.9653 -0.8130
H1 -3.2856 0.7689 0.4718
H2 3.2136 -0.1637 -0.6581
H3 1.2486 0.8849 0.6130
H4 2.8250 -1.5714 -1.6537
H5 -2.8217 -0.4141 1.7104
H6 0.7665 1.3041 -1.1148
H7 -3.0234 1.3078 2.1631
H8 2.4363 -1.5761 0.0979
H9 0.4797 -1.0152 -1.4527

Cartesian forces, eV/Å:
O 0.3 0.0 -0.3
O 0.2 0.3 0.3
N -0.1 -0.7 0.0
C -0.2 -0.2 -0.5
C -0.2 0.0 0.0
C 0.4 -0.1 -0.7
C 0.3 -0.3 0.2
H 0.1 0.0 0.1
H -0.1 -0.2 0.0
H -0.2 -0.2 -0.5
H 0.1 0.0 0.2
H 0.1 0.2 -0.1
H -1.2 2.0 1.3
H 0.1 -0.1 -0.1
H 0.3 -0.1 0.1
H 0.2 -0.5 0.1

Summary:
- Structure (SMILES): CNCC(=O)OC
- LUMO: 0.92 eV
- Total energy: -9878.035 eV
- Maximum force: 2.7 eV/Å
- Energy relative to the best compared isomer or geometry (same formula, charge and spin): 46.7 kcal/mol
- HOMO energy: -8.37 eV
- Frontier orbital gap: 9.3 eV



[5]
C4H9NO2 | ωB97M-V/def2-TZVPD

Geometry (Å):
O1 1.0191 1.2083 -0.0309
O2 -0.6932 0.9661 -1.5118
N1 -0.0063 -0.8195 -0.4082
C1 0.1931 0.5104 -0.5891
C2 -0.6594 2.3759 -1.6907
C3 0.7217 -1.5587 0.6143
C4 0.0263 -1.4979 1.9663
H1 1.6897 -1.0538 0.6865
H2 -0.9308 -0.9931 1.8198
H3 0.6307 -1.0499 2.7460
H4 -0.9730 2.8770 -0.7702
H5 0.3457 2.7156 -1.9520
H6 -1.3596 2.5947 -2.4979
H7 0.8917 -2.5865 0.2699
H8 -0.6709 -1.2638 -1.0582
H9 -0.2248 -2.4249 2.4063

Cartesian forces, eV/Å:
O -0.5 -0.4 -0.2
O 0.2 0.0 0.1
N -0.4 -0.4 -0.7
C 0.1 0.0 0.0
C 0.0 0.4 -0.1
C 0.4 0.2 -0.3
C -0.3 0.5 0.0
H 0.0 -0.3 0.0
H 0.2 0.3 0.4
H 0.0 0.7 -0.1
H 0.0 0.0 -0.2
H -0.1 0.0 0.0
H 0.1 0.0 0.1
H -0.1 0.3 0.0
H 0.6 0.4 0.9
H -0.2 -1.5 0.0

Summary:
- Structure (SMILES): CCNC(=O)OC
- LUMO: 0.93 eV
- Total energy: -9879.350 eV
- Maximum force: 1.5 eV/Å
- Energy relative to the best compared isomer or geometry (same formula, charge and spin): 16.4 kcal/mol
- HOMO energy: -9.73 eV
- Frontier orbital gap: 10.7 eV



[6]
C4H9NO2 | ωB97M-V/def2-TZVPD

Geometry (Å):
O1 -0.9910 1.8190 -0.2830
O2 0.1165 -0.3924 1.5630
N1 2.2556 0.1972 1.1588
C1 -1.3583 -0.4995 0.1219
C2 0.9386 -0.9651 -0.5183
C3 1.1021 -0.4048 0.7606
C4 -1.5208 0.6500 -0.8400
H1 3.1300 -0.1108 0.7742
H2 -2.6149 0.7610 -0.9920
H3 -1.0660 0.4029 -1.8025
H4 -1.5492 -1.4714 -0.3273
H5 -1.0751 2.5245 -0.9273
H6 2.2818 0.5951 2.0814
H7 0.5642 -1.9856 -0.5340
H8 1.6927 -0.7625 -1.2812
H9 -1.9062 -0.3577 1.0456

Cartesian forces, eV/Å:
O 0.2 0.3 0.2
O -0.4 0.1 -0.2
N 0.0 -0.2 0.1
C -0.2 0.1 0.1
C 0.2 -0.1 -0.3
C 0.0 0.0 -0.4
C 0.1 -0.7 0.0
H 0.0 0.0 -0.1
H 0.1 -0.1 0.1
H 0.0 0.0 0.1
H 0.2 0.2 0.1
H 0.0 0.1 0.0
H -0.1 0.0 0.0
H 0.0 0.2 0.1
H -0.1 0.0 0.1
H 0.1 0.0 0.0

Summary:
- LUMO: 0.10 eV
- Total energy: -9874.983 eV
- Maximum force: 0.7 eV/Å
- Energy relative to the best compared isomer or geometry (same formula, charge and spin): 117.1 kcal/mol
- HOMO energy: -7.27 eV
- Frontier orbital gap: 7.4 eV



[7]
C4H9NO2 | ωB97M-V/def2-TZVPD

Geometry (Å):
O1 0.0305 0.3138 1.6706
O2 -0.4294 -2.0566 -0.8382
N1 -0.0134 -0.8613 -1.4236
C1 0.6476 -0.1277 -0.6140
C2 1.0827 1.2256 -1.0911
C3 0.8861 -0.4540 0.8438
C4 -1.3299 0.2633 1.2877
H1 1.9041 -0.1640 1.1250
H2 -1.6540 -0.7566 1.0413
H3 -0.9713 -2.4531 -1.5310
H4 0.6280 1.4633 -2.0550
H5 -1.9090 0.6378 2.1342
H6 0.7805 1.9746 -0.3496
H7 -1.5266 0.9036 0.4146
H8 0.7625 -1.5268 1.0265
H9 2.1737 1.2797 -1.1851

Cartesian forces, eV/Å:
O 0.1 0.1 0.0
O -0.2 -0.3 -0.1
N 0.3 0.4 0.2
C -0.2 -0.1 -0.2
C 0.0 0.0 -0.1
C 0.2 -0.2 0.0
C -0.3 0.0 0.0
H -0.1 -0.1 -0.1
H 0.1 0.1 0.1
H 0.1 0.0 0.1
H 0.1 -0.1 0.1
H 0.1 0.0 -0.1
H 0.0 -0.1 -0.1
H 0.0 -0.1 0.1
H -0.1 0.2 0.0
H -0.1 0.0 0.0

Summary:
- Structure (SMILES): COC/C(C)=N\O
- LUMO: 0.94 eV
- Total energy: -9876.817 eV
- Maximum force: 0.6 eV/Å
- Energy relative to the best compared isomer or geometry (same formula, charge and spin): 74.8 kcal/mol
- HOMO energy: -9.70 eV
- Frontier orbital gap: 10.6 eV



[8]
C4H9NO2 | ωB97M-V/def2-TZVPD

Geometry (Å):
O1 -1.2545 -1.1777 -1.3830
O2 -2.4935 0.2571 1.1486
N1 -0.3195 0.0194 1.7225
C1 -0.7804 -0.2302 -0.6070
C2 -1.5414 0.5942 1.8301
C3 1.8038 0.6452 -1.4572
C4 -0.1283 -0.8924 0.6075
H1 -1.6030 1.3888 2.5915
H2 0.7326 0.7679 -1.2434
H3 2.1030 -0.4035 -1.3487
H4 2.3603 1.2615 -0.7474
H5 -1.7200 -0.7218 -2.1004
H6 0.9488 -1.0300 0.4577
H7 -0.5673 -1.8763 0.8105
H8 1.9913 0.9695 -2.4811
H9 0.4681 0.4285 2.1998

Cartesian forces, eV/Å:
O -0.1 0.2 0.0
O 0.3 0.0 0.4
N -0.1 0.1 0.0
C -0.3 -0.3 0.1
C -0.2 0.0 0.0
C 0.1 0.1 -0.1
C -0.1 0.0 0.0
H 0.0 -0.1 0.0
H 0.4 0.0 -0.2
H -0.1 0.2 -0.1
H 0.1 0.0 -0.1
H 0.1 -0.2 0.0
H -0.3 0.1 -0.1
H 0.0 0.1 0.0
H 0.1 0.0 0.1
H -0.1 -0.1 -0.1

Summary:
- LUMO: 0.83 eV
- Total energy: -9876.218 eV
- Maximum force: 0.5 eV/Å
- Energy relative to the best compared isomer or geometry (same formula, charge and spin): 88.6 kcal/mol
- HOMO energy: -8.20 eV
- Frontier orbital gap: 9.0 eV